Entry 1:
84
Properties=species:S:1:pos:R:3:forces:R:3 method="wB97M-V/def2-TZVPD" gap_ev=4.25 de_lowest_ev=0.000 homo_ev=-2.015 total_charge=-1
C 4.226416 -3.034193 1.135945 0.1 0.8 0.3
C 3.771423 -2.585209 -0.251340 0.2 0.3 1.6
O 3.717057 -3.393854 -1.106407 -0.3 -1.8 -2.0
O 3.412787 -1.315357 -0.481628 0.5 0.3 0.3
C 4.513987 -0.397844 -0.335729 0.4 1.2 -0.3
C 4.053960 1.014438 0.067362 -0.6 -0.4 0.5
C 2.882577 1.037084 1.101768 0.1 1.2 -0.2
C 1.630108 1.759980 0.544051 -0.5 -1.2 -0.1
C 0.632586 2.135985 1.684497 1.1 0.0 0.1
C 0.769962 1.375884 3.035753 -1.0 0.1 0.5
C 0.353590 -0.093951 2.948642 -0.2 0.6 -0.3
Br 0.809129 -1.076172 4.613401 -0.1 0.1 -0.4
C 0.994890 0.729132 -0.429915 0.5 0.9 -0.3
C -0.195816 1.350757 -1.220654 0.0 -0.2 1.0
C -1.455906 0.467145 -1.058024 2.8 2.7 -0.7
F -1.656185 0.337378 0.267014 -1.1 -0.8 0.3
F -1.174749 -0.707052 -1.642891 -0.9 -0.9 0.1
C -2.638158 1.187734 -1.744759 0.1 -1.9 -0.1
F -2.733571 2.441454 -1.311716 -0.6 0.4 0.6
F -2.323404 1.260449 -3.046408 0.2 -0.1 -0.6
C -4.017649 0.407182 -1.717794 -0.3 1.6 -0.4
F -3.860043 -0.902730 -1.816888 0.3 -0.7 0.5
F -4.653363 0.787205 -2.848569 -0.3 0.0 -0.3
C -4.989348 0.834379 -0.564740 0.1 0.6 -1.0
F -4.348214 1.148377 0.555938 0.3 -0.7 0.9
F -5.512979 2.001285 -0.984576 -0.4 0.4 -0.2
C -6.215089 -0.083257 -0.322911 0.0 0.0 -0.2
F -7.109763 0.640587 0.348467 -0.1 0.2 1.0
F -6.797867 -0.319737 -1.500665 0.1 -0.3 -0.8
C -6.011662 -1.466754 0.369610 -0.1 0.0 0.3
F -7.155621 -1.769066 1.003833 -0.5 0.2 0.5
F -5.878356 -2.407108 -0.556917 0.6 -0.2 -0.8
C -4.871544 -1.664569 1.398630 0.0 -0.3 0.9
F -4.922062 -2.961315 1.734731 -0.5 -0.6 0.1
F -3.658103 -1.491166 0.901040 0.3 0.6 -0.8
C -4.981156 -0.851042 2.754908 0.3 -1.3 0.3
F -5.105967 -1.702190 3.762588 -0.4 -0.8 0.5
F -6.015304 -0.046883 2.816681 -0.6 1.0 -0.5
F -3.861299 -0.223088 2.980285 0.8 1.2 -0.2
H 3.692061 -3.940572 1.425909 0.0 0.1 -0.2
H 5.295040 -3.270621 1.072271 -0.2 0.0 0.1
H 4.076309 -2.268258 1.904963 0.0 -0.1 -0.2
H 5.280025 -0.762038 0.364028 -0.4 -0.2 0.0
H 4.999312 -0.323315 -1.322031 0.0 -0.3 0.2
H 4.912598 1.531485 0.517803 0.0 -0.2 -0.2
H 3.743852 1.617911 -0.793615 0.0 -0.3 0.0
H 2.679668 0.002356 1.458922 0.2 0.1 0.0
H 3.250634 1.617020 1.961536 -0.1 -0.3 0.0
H 0.820148 3.198183 1.924069 -0.3 -0.2 0.2
H -0.428806 2.074148 1.392300 0.2 0.0 -0.1
H 1.741688 1.506246 3.519329 0.0 -0.2 -0.4
H 0.051022 1.841176 3.738836 0.3 -0.1 0.0
H 0.786067 -0.626039 2.102774 0.2 0.0 0.4
H -0.734409 -0.142121 2.843930 0.2 -0.2 0.2
H 0.713167 -0.231306 0.057134 -0.1 0.1 -0.2
H 1.769182 0.473788 -1.165782 -0.2 -0.2 0.2
H 0.039541 1.537378 -2.270689 -0.1 -0.2 0.1
H -0.367939 2.322808 -0.742853 -0.2 -0.1 -0.3
C 4.804228 -6.070110 -4.321730 -0.1 0.3 -0.4
C 6.237397 -5.840003 -3.903126 -0.7 -0.2 -0.1
C 6.497900 -6.083791 -2.440132 0.1 -0.2 0.3
O 7.622560 -5.234048 -2.191394 -0.1 0.2 -0.2
C 7.553846 -4.209726 -3.086558 0.0 0.2 0.0
O 8.225165 -3.231090 -3.041860 0.0 -0.1 0.0
O 6.613943 -4.463386 -4.037787 0.4 -0.1 0.2
H 4.718739 -6.047176 -5.409171 0.0 -0.1 0.0
H 4.445093 -7.039280 -3.972715 0.1 0.0 0.0
H 4.153674 -5.284523 -3.934896 0.1 -0.1 0.2
H 6.912605 -6.433613 -4.528221 0.1 0.0 0.1
H 6.742098 -7.122989 -2.225433 0.2 0.1 0.1
H 5.673125 -5.766814 -1.796127 -0.1 0.1 -0.2
C -4.615417 5.236008 0.369507 -0.2 0.3 -0.4
C -3.180705 5.495959 0.754975 -0.5 -0.3 -0.1
C -2.865513 5.196616 2.196614 0.2 -0.3 0.1
O -1.762524 6.072291 2.449019 -0.2 0.3 -0.2
C -1.891662 7.131361 1.605969 0.1 0.1 0.0
O -1.255076 8.132411 1.677083 -0.1 -0.1 0.0
O -2.853230 6.890764 0.671085 0.3 0.0 0.3
H -4.731778 5.303409 -0.713102 0.0 -0.1 0.0
H -4.929994 4.239585 0.682544 0.1 0.0 0.0
H -5.287895 5.977790 0.803926 0.1 0.0 0.2
H -2.508841 4.953078 0.084055 0.1 0.0 0.1
H -2.582550 4.157474 2.356682 0.2 0.1 0.0
H -3.679642 5.457676 2.879341 -0.1 0.0 -0.1

Entry 2:
31
Properties=species:S:1:pos:R:3:forces:R:3 method="wB97M-V/def2-TZVPD" gap_ev=8.88 de_lowest_ev=4.383 homo_ev=-8.141
C -2.618868 -1.542209 -2.026222 0.8 2.5 1.6
C -1.922002 -2.227916 -2.991033 -0.6 -0.8 -1.6
C -1.878727 -0.756063 -1.113404 1.0 -1.7 -0.2
C -0.505176 -2.194197 -3.112975 -1.8 -1.6 -0.3
C -0.474141 -0.894245 -1.051875 -1.3 0.1 0.5
C 0.146682 -1.626761 -2.033935 2.3 0.6 -1.4
C 1.762404 -0.487509 -0.344701 1.1 -0.8 2.3
C -0.230993 3.065762 2.758034 -2.1 3.9 -2.1
C -0.271213 2.072498 1.668985 0.4 -0.7 0.9
C 0.512829 0.800929 2.056581 0.4 1.2 -3.7
C -0.049031 -0.420696 1.385111 0.0 -1.0 -1.2
N 0.338148 -0.369784 -0.057710 0.1 -0.2 0.6
N 2.364819 0.812062 -0.660064 -1.5 -0.6 2.7
O 2.263739 -2.967271 -1.293960 0.6 -0.2 0.0
S 1.979100 -1.606798 -1.797802 -1.5 -0.6 0.0
H -3.699311 -1.342940 -1.940707 0.5 -0.9 -0.6
H -2.586269 -2.785644 -3.684466 1.0 0.3 0.1
H -2.336828 -0.239666 -0.317187 -0.8 0.8 0.5
H -0.101460 -2.809448 -3.981768 0.0 1.2 1.5
H 2.348770 -1.113188 0.676410 -1.7 1.8 -3.2
H -0.969165 3.937857 2.483633 0.7 -1.6 0.7
H -0.447205 2.770061 3.712685 -0.8 -1.2 2.4
H 0.611603 3.680824 2.812472 2.1 0.4 0.0
H -1.295948 1.849825 1.502255 -1.1 -0.7 -0.1
H 0.014508 2.567920 0.769338 0.8 -0.1 -0.9
H 1.554380 0.945651 1.544119 -1.5 -0.4 2.2
H 0.411719 0.585808 3.076333 0.7 0.3 1.8
H -1.220206 -0.480260 1.408670 2.4 -0.2 0.4
H 0.558278 -1.278530 1.863732 -1.6 0.5 -0.7
H 2.896121 0.860227 -1.464016 1.4 -0.1 -1.8
H 2.843444 1.193702 0.153465 0.0 0.0 -0.6

Entry 3:
12
Properties=species:S:1:pos:R:3:forces:R:3 method="wB97M-V/def2-TZVPD" smiles="O=Cc1cccnn1" gap_ev=9.23 de_lowest_ev=1.533 homo_ev=-9.945
O -2.803957 0.347772 -0.097843 2.2 -2.9 0.7
C -1.939456 -0.545137 0.051123 -0.7 3.0 -1.2
C -0.466626 -0.185826 -0.059519 0.5 -2.7 1.3
C -0.057776 1.136904 0.057509 -2.5 -2.6 -0.4
C 1.236642 1.257654 0.007798 5.1 1.1 0.6
C 2.145657 0.170869 -0.097665 -1.4 -0.4 0.1
N 1.728334 -1.089490 0.019703 -0.9 0.8 -0.4
N 0.403777 -1.269506 0.057376 -1.4 1.7 -0.6
H -2.105785 -1.611756 0.201324 -0.5 -0.2 0.1
H -0.795909 1.850819 0.255887 -0.7 1.3 0.0
H 1.692069 2.191952 0.276021 0.2 0.6 -0.5
H 3.205852 0.293001 -0.245519 0.1 0.2 0.2